(1)
Below is a structure of composition C48H125CuN6O18, with properties calculated with ωB97M-V with the def2-TZVPD basis set.

```
198
Properties=species:S:1:pos:R:3:forces:R:3:lowdin_spin:R:1
Cu 35.956 3.115 -7.998 0.3025 0.2846 -0.4004 0.00
C 32.236 -1.796 -7.536 -0.9404 0.4564 -0.6612 0.02
C 33.578 -2.164 -8.181 2.6919 -0.5144 2.9609 0.03
C 33.703 -3.713 -8.394 -1.9107 -0.8061 0.2474 0.00
C 33.357 -4.227 -9.786 0.1588 -0.0790 -0.5448 0.00
C 32.419 -3.251 -10.483 1.2583 -0.5934 -0.4525 0.00
C 33.078 -1.865 -10.629 -0.2925 1.5223 -0.8433 0.02
N 33.947 -1.506 -9.433 0.1725 4.6024 0.4530 0.37
O 34.468 -0.143 -9.342 -2.1979 -5.4248 -0.5744 0.54
C 31.888 -0.826 -10.878 0.7980 -0.0293 0.1039 0.01
C 34.054 -1.869 -11.840 -0.1523 -0.0588 -0.4369 0.01
C 34.638 -1.866 -7.011 0.1023 0.2124 -0.4144 0.00
H 32.025 -2.292 -6.589 0.4080 -0.6783 -0.2642 0.00
H 31.423 -2.017 -8.229 -0.1948 -0.0185 0.1672 0.00
H 32.120 -0.758 -7.224 0.4597 0.3733 -0.5607 0.00
H 32.858 -4.138 -7.851 -0.1417 0.2298 0.5937 0.00
H 34.524 -4.243 -7.912 0.5678 0.6593 -0.3406 0.00
H 32.840 -5.187 -9.766 0.0177 -0.1174 0.4557 0.00
H 34.210 -4.449 -10.427 0.3070 0.4383 0.0399 0.00
H 31.416 -3.301 -10.060 0.0954 0.5254 0.2365 0.00
H 32.339 -3.649 -11.495 -0.3758 0.2569 -0.1741 0.00
H 31.306 -1.076 -11.766 0.2480 -0.4549 -0.1334 0.00
H 32.215 0.199 -11.051 0.4043 -0.0700 0.1547 0.00
H 31.155 -0.788 -10.072 0.2547 -0.2101 0.2551 0.00
H 33.551 -2.181 -12.755 -0.3992 0.2135 0.0097 0.00
H 34.887 -2.569 -11.792 -0.0581 -0.2085 0.6943 0.00
H 34.524 -0.907 -12.045 -0.3013 0.2066 0.3049 0.00
H 34.316 -2.309 -6.069 -0.3343 -0.4210 -0.2278 0.00
H 34.811 -0.828 -6.725 -0.4374 0.3099 -0.5869 0.00
H 35.638 -2.263 -7.189 -0.0676 -0.1798 -0.4259 0.00
C 33.507 3.027 -4.844 1.6212 -0.4089 0.2837 0.00
O 33.543 3.320 -6.241 -1.0785 0.1383 0.3737 0.00
C 32.246 3.878 -6.529 0.2582 0.2607 -1.2176 0.00
C 32.040 4.235 -8.026 0.8104 0.0349 -0.2826 0.00
N 33.237 4.842 -8.716 -0.5665 -0.2161 -0.0180 0.00
C 32.997 5.151 -10.156 -0.4025 -0.1663 0.3686 0.00
C 31.677 5.876 -10.528 0.5455 0.1789 -1.5408 0.00
O 31.570 7.167 -9.952 -0.0171 -0.0965 0.8301 0.00
C 30.372 7.924 -10.244 1.1740 -0.7159 0.1756 0.00
H 32.624 2.515 -4.460 -0.3767 0.1481 -0.4952 0.00
H 33.699 3.920 -4.250 -0.2543 0.2054 -0.0173 0.00
H 34.335 2.347 -4.644 0.1148 -0.0196 -0.0399 0.00
H 32.055 4.747 -5.899 0.2384 0.1769 0.1243 0.00
H 31.521 3.112 -6.254 -0.3007 0.0681 -0.0996 0.00
H 31.187 4.902 -8.151 -0.1546 0.1549 0.4542 0.00
H 31.722 3.327 -8.538 0.4758 -0.1195 -0.3021 0.00
H 33.372 5.775 -8.354 0.0647 0.0674 0.7508 0.00
H 33.102 4.221 -10.715 -0.5365 -0.0937 -0.1369 0.00
H 33.840 5.745 -10.511 -0.0109 0.2631 0.2491 0.00
H 30.804 5.223 -10.529 -0.4272 0.0196 1.1583 0.00
H 31.733 6.028 -11.606 0.3863 0.0318 -0.5001 0.00
H 30.269 8.016 -11.325 -0.4688 -0.2813 -0.0747 0.00
H 30.514 8.938 -9.869 0.1478 -0.1969 0.2136 0.00
H 29.549 7.445 -9.713 -0.3643 0.1206 -0.4284 0.00
C 28.217 2.106 -9.232 -0.9883 0.6981 0.6669 0.00
O 28.225 2.690 -10.541 1.4129 -1.4804 0.7892 0.00
C 26.988 3.148 -10.981 -0.5800 0.9896 -0.8342 0.00
C 27.155 3.911 -12.333 -0.7565 -0.7274 0.3124 0.00
N 27.915 3.090 -13.298 -0.4555 0.9021 0.7940 0.00
C 28.529 3.883 -14.376 0.3255 -1.0108 0.2963 0.00
C 29.657 3.082 -15.066 -1.0831 1.0987 1.5913 0.00
O 30.711 2.936 -14.098 -0.3977 0.2635 -0.7796 0.00
C 31.755 2.146 -14.627 -0.1249 0.1229 0.2609 0.00
H 27.314 1.545 -8.989 -0.4309 -0.0177 -0.5430 0.00
H 28.233 2.902 -8.488 0.0252 0.3311 0.0879 0.00
H 28.996 1.417 -8.904 0.6729 0.1534 -1.2153 0.00
H 26.563 3.810 -10.226 -0.1462 0.3752 0.0229 0.00
H 26.245 2.364 -11.130 0.1910 -0.5213 0.0050 0.00
H 27.561 4.910 -12.174 0.5000 0.1234 0.1244 0.00
H 26.136 4.079 -12.681 -0.1364 0.0160 -0.1922 0.00
H 28.611 2.733 -12.659 0.8523 -0.3993 -0.6352 0.00
H 28.933 4.827 -14.010 0.2986 0.2031 0.1621 0.00
H 27.796 4.159 -15.134 -0.2559 -0.2230 0.0205 0.00
H 29.913 3.712 -15.917 0.7017 -0.3358 -0.2605 0.00
H 29.251 2.117 -15.370 0.2032 -0.1600 -0.1593 0.00
H 32.671 2.324 -14.063 -0.0493 0.1627 0.0373 0.00
H 31.907 2.426 -15.669 0.2537 -0.3050 -0.1304 0.00
H 31.498 1.094 -14.509 0.0477 -0.2418 -0.3553 0.00
C 21.478 2.463 -1.843 0.9421 -0.0176 0.0783 0.00
O 22.888 2.509 -1.439 -1.6529 -0.0481 -0.5866 0.00
C 23.246 1.375 -0.696 1.3044 0.1204 0.9327 0.00
C 24.774 1.126 -0.617 -1.0578 -0.4235 -0.0129 0.00
N 25.323 0.629 -1.843 1.6083 -0.5617 -0.1684 0.00
C 26.507 -0.282 -1.589 -1.5429 1.0693 -1.2704 0.00
C 27.074 -0.661 -2.923 0.5419 -0.3263 -0.2378 0.00
O 26.117 -1.433 -3.636 0.8253 -0.5529 -1.2086 0.00
C 26.685 -1.854 -4.903 -0.2952 -0.1377 0.6820 0.00
H 21.292 1.532 -2.379 0.0158 -0.0513 -0.1465 0.00
H 21.238 3.308 -2.488 0.5161 -0.0272 -0.0618 0.00
H 20.752 2.519 -1.032 0.3436 -0.0800 0.5395 0.00
H 22.783 0.447 -1.032 -0.1605 -0.0965 -0.5514 0.00
H 22.943 1.455 0.348 -0.3727 0.3336 0.2408 0.00
H 24.851 0.305 0.096 -0.0447 0.0776 0.7860 0.00
H 25.371 1.966 -0.261 -0.3097 0.2244 0.1309 0.00
H 24.594 0.166 -2.366 0.2622 -0.3667 -0.1645 0.00
H 26.270 -1.228 -1.102 -0.4197 -0.0544 0.3879 0.00
H 27.252 0.226 -0.976 -0.0717 0.2130 -0.0999 0.00
H 27.987 -1.227 -2.740 0.1849 -0.5268 -0.0538 0.00
H 27.400 0.172 -3.546 -0.2692 0.4986 0.1012 0.00
H 26.007 -2.500 -5.461 -0.5361 0.4683 0.2191 0.00
H 27.558 -2.498 -4.794 0.3660 0.1086 0.5438 0.00
H 26.990 -0.995 -5.500 -0.1674 0.1537 -0.0868 0.00
C 39.731 6.241 -12.660 0.7516 0.4312 0.1985 0.00
O 38.758 5.450 -12.021 0.2436 0.7896 -0.1254 0.00
C 38.807 4.133 -12.450 -1.7756 -1.6746 0.5165 0.00
C 37.817 3.356 -11.529 0.4029 0.0675 -0.3156 0.00
N 38.123 3.660 -10.111 0.5614 -0.5218 -0.0348 0.00
C 39.361 2.997 -9.625 -0.5290 -0.0824 -0.2793 0.00
C 39.614 3.300 -8.167 -0.8251 -0.5581 -0.8450 0.00
O 38.556 2.607 -7.480 0.4212 -0.2329 0.9793 0.00
C 38.877 2.290 -6.110 -0.0312 0.3448 -0.1147 0.00
H 39.641 6.271 -13.746 -0.3009 -0.1007 -0.0839 0.00
H 40.725 5.861 -12.424 0.2199 -0.1707 -0.0518 0.00
H 39.711 7.260 -12.273 -0.3826 -0.0903 0.0184 0.00
H 39.783 3.658 -12.352 0.3677 0.2991 -0.1654 0.00
H 38.423 4.013 -13.463 0.3063 0.1203 -0.3400 0.00
H 37.856 2.293 -11.767 0.2777 -0.1413 0.2718 0.00
H 36.786 3.636 -11.744 0.0502 0.3647 0.0483 0.00
H 38.499 4.589 -10.237 -0.7386 0.9415 0.5216 0.00
H 40.248 3.281 -10.191 0.0778 0.1887 -0.2224 0.00
H 39.266 1.916 -9.724 -0.0644 -0.0639 0.0274 0.00
H 39.599 4.362 -7.921 -0.0115 0.1240 -0.0198 0.00
H 40.617 2.904 -8.008 -0.0893 -0.2382 0.8378 0.00
H 38.251 1.465 -5.769 -0.1392 0.1440 -0.1656 0.00
H 38.732 3.171 -5.486 -0.1626 0.0338 0.1450 0.00
H 39.915 1.985 -5.971 0.0874 -0.0992 -0.3586 0.00
C 38.648 -6.449 -6.531 -0.6218 -0.1838 0.7169 0.00
O 38.708 -5.262 -5.775 0.6415 0.4000 -0.9344 0.00
C 38.248 -5.413 -4.464 0.4476 1.0846 0.6287 0.00
C 38.677 -4.148 -3.703 0.8385 -0.6930 -0.5904 0.00
N 40.154 -3.950 -3.815 -0.8550 0.1727 0.3663 0.00
C 40.509 -2.667 -3.235 0.7270 0.4629 -0.3369 0.00
C 41.790 -2.063 -3.844 -0.2409 -1.5517 -0.4916 0.00
O 41.558 -1.865 -5.249 -1.4034 0.6280 1.3230 0.00
C 42.635 -1.590 -6.073 0.4902 -0.5905 -0.3787 0.00
H 37.599 -6.733 -6.624 -0.2355 -0.2709 -0.2023 0.00
H 39.143 -7.229 -5.953 0.2480 -0.3224 -0.3267 0.00
H 39.060 -6.345 -7.534 0.2172 0.3038 0.2853 0.00
H 38.716 -6.257 -3.957 -0.0864 -0.4030 -0.1507 0.00
H 37.160 -5.485 -4.480 -0.2209 -0.2790 0.2885 0.00
H 38.415 -4.240 -2.649 0.0910 -0.1640 0.0931 0.00
H 38.089 -3.309 -4.074 0.0939 0.4037 -0.2855 0.00
H 40.472 -3.914 -4.773 -0.5320 -0.2711 -0.3469 0.00
H 40.679 -2.789 -2.165 -0.1293 0.2136 0.1546 0.00
H 39.707 -1.953 -3.421 -0.2126 0.3695 0.2632 0.00
H 42.569 -2.820 -3.751 0.3306 -0.1403 0.0755 0.00
H 42.123 -1.205 -3.260 -0.1587 0.5040 -0.4075 0.00
H 42.247 -1.394 -7.072 -0.0948 0.2657 0.0727 0.00
H 43.225 -2.500 -6.179 0.5627 0.0024 0.0741 0.00
H 43.256 -0.760 -5.736 0.0658 0.0987 0.0716 0.00
C 28.559 -7.546 -8.629 -0.1661 -0.0039 -0.1304 0.00
O 27.773 -8.652 -9.028 0.0000 -0.5678 0.2490 0.00
H 29.452 -7.492 -9.251 -0.0675 0.4094 -0.3076 0.00
H 27.932 -6.655 -8.666 0.4604 0.3382 -0.0349 0.00
H 28.941 -7.662 -7.615 -0.3592 -0.2608 0.1672 0.00
H 27.019 -8.361 -9.546 0.1372 0.0924 0.0554 0.00
C 39.004 -2.597 -9.489 0.3150 0.4186 -0.1350 0.00
O 38.286 -2.016 -10.530 -0.7704 0.5615 -1.7482 0.00
H 38.962 -1.867 -8.681 0.2341 -0.7189 0.7689 0.00
H 38.630 -3.603 -9.302 0.1169 0.0461 0.6530 0.00
H 40.028 -2.653 -9.860 0.0711 -0.1722 0.2648 0.00
H 37.393 -1.790 -10.260 -0.0279 -0.0771 0.1691 0.00
C 32.692 -8.372 -13.700 0.0686 0.0501 -1.3615 0.00
O 33.011 -9.649 -14.256 -0.0530 0.0330 0.5717 0.00
H 32.379 -7.737 -14.528 -0.1577 0.3473 -0.0560 0.00
H 31.859 -8.381 -12.997 0.3546 -0.1549 0.4265 0.00
H 33.622 -7.931 -13.341 -0.2260 -0.2057 0.4857 0.00
H 32.188 -10.122 -14.399 0.0089 -0.0650 -0.0626 0.00
C 31.546 -5.988 -3.762 0.6406 0.0580 0.7550 0.00
O 32.314 -6.574 -2.678 -0.7637 0.3458 -0.7592 0.00
H 30.603 -6.509 -3.923 0.0692 -0.1020 -0.1106 0.00
H 31.312 -4.958 -3.492 0.0637 -0.0590 0.1374 0.00
H 32.165 -5.961 -4.658 -0.1854 -0.1116 -0.2383 0.00
H 32.247 -7.521 -2.817 0.1767 -0.1251 0.2015 0.00
C 34.643 -1.576 -18.568 0.5253 -0.0688 0.8252 0.00
O 34.395 -0.616 -19.524 -0.8336 0.9132 -1.8039 0.00
H 35.725 -1.510 -18.453 0.0404 -0.6457 0.6516 0.00
H 34.121 -1.266 -17.663 0.1671 -0.3446 0.4248 0.00
H 34.324 -2.582 -18.842 0.1291 -0.0543 -0.0469 0.00
H 33.794 -0.967 -20.185 -0.0326 0.1990 -0.0366 0.00
C 39.267 -0.089 -16.359 -0.3481 0.5066 -0.6501 0.00
C 38.795 -0.971 -15.268 -0.5560 -0.0082 0.7848 0.00
O 39.574 -0.662 -14.150 0.9971 -0.0762 1.1091 0.00
H 38.561 -0.190 -17.184 0.4181 -0.0319 -0.4293 0.00
H 40.304 -0.298 -16.621 -0.1721 -0.1978 -0.2772 0.00
H 39.233 0.957 -16.055 -0.0671 0.0082 0.1773 0.00
H 38.849 -2.032 -15.512 0.1172 -0.1411 -0.2192 0.00
H 37.775 -0.754 -14.953 -0.5154 -0.0068 -0.6233 0.00
H 39.269 -1.195 -13.412 0.0861 -0.0417 0.2231 0.00
C 30.328 -3.414 -17.073 -0.1604 0.3833 -0.4922 0.00
C 29.048 -4.186 -17.062 -0.7283 -1.2089 -0.9208 0.00
O 28.078 -3.652 -17.968 0.0915 1.3979 0.0388 0.00
H 31.087 -3.892 -16.454 -0.1669 0.0829 0.2229 0.00
H 30.082 -2.411 -16.724 0.4534 0.1413 0.0337 0.00
H 30.740 -3.366 -18.081 -0.0768 0.1653 -0.0500 0.00
H 28.667 -4.227 -16.042 -0.1663 -0.2346 0.0441 0.00
H 29.172 -5.168 -17.520 0.6324 -0.5834 0.9413 0.00
H 27.228 -4.088 -17.868 0.1338 -0.1396 0.1850 0.00
```
Forces are in eV/Å.

## Properties
**Orbital gap (spin up / spin down)**: 6.3351 / 6.3366 eV
**Spin multiplicity**: 2
**E_LUMO (spin up / spin down)**: -3.5 / -3.5 eV
**HOMO (spin up / spin down)**: -9.837 / -9.837 eV
**ΔE to the lowest compared entry with this formula, charge and spin**: 88.95 kcal per mole
**E_tot**: -142216.294 eV
**Total charge**: +1

---

(2)
Below is a structure of composition C20H19GaN3O4S3Se2, with properties calculated with ωB97M-V with the def2-TZVPD basis set.

```
52
Properties=species:S:1:pos:R:3:forces:R:3:nbo_charge:R:1
Ga -0.690 0.087 -1.401 -0.2774 -0.1557 -0.1915 1.45
C 0.657 0.877 5.037 0.0016 0.0127 0.0651 -0.81
Se 0.388 -0.012 3.331 -0.0396 -0.0167 -0.0426 0.31
C 2.264 0.034 2.805 0.0436 -0.0534 0.0405 -0.59
C 2.716 1.385 2.249 -0.0148 0.0137 -0.0676 -0.59
Se 3.112 1.212 0.346 0.2278 -0.0168 0.0019 0.31
C 3.165 3.112 -0.014 0.0231 0.0956 0.0231 -0.80
H 1.344 0.308 5.661 -0.0025 0.0033 0.0173 0.21
H -0.311 0.934 5.530 0.0048 0.0119 0.0081 0.22
H 1.038 1.887 4.890 0.0017 -0.0064 -0.0113 0.21
H 2.387 -0.764 2.073 -0.0329 0.0106 0.0390 0.25
H 2.837 -0.243 3.690 0.0148 -0.0057 -0.0131 0.21
H 3.611 1.755 2.751 -0.0187 -0.0357 0.0478 0.21
H 1.927 2.131 2.351 0.0055 0.0178 -0.0352 0.22
H 2.197 3.552 0.227 0.0093 -0.0078 -0.0112 0.22
H 3.356 3.245 -1.076 0.0049 -0.0132 -0.0143 0.23
H 3.956 3.593 0.559 0.0038 0.0121 -0.0149 0.21
S -0.812 0.800 -3.573 0.0416 -0.0040 -0.0035 -0.23
C -0.871 2.514 -3.236 0.0224 0.0349 -0.0139 -0.16
C -1.171 3.378 -4.291 0.0072 -0.0504 -0.0007 -0.16
C -1.224 4.753 -4.125 -0.0018 0.0100 -0.0843 -0.17
C -1.535 5.588 -5.251 -0.0207 0.0307 0.1034 0.30
N -1.795 6.255 -6.151 0.0181 -0.0205 -0.0315 -0.33
C -0.975 5.300 -2.859 0.0265 0.0752 0.0501 -0.18
C -0.680 4.453 -1.803 0.0238 -0.0217 0.0138 -0.11
C -0.616 3.069 -1.960 -0.0112 0.0186 0.0025 -0.19
S -0.182 2.116 -0.557 -0.1738 0.0007 -0.0001 -0.21
C -1.020 6.718 -2.634 -0.0495 -0.0414 -0.0771 0.29
N -1.061 7.851 -2.447 0.0243 -0.0007 0.0259 -0.33
H -1.367 2.960 -5.269 -0.0015 -0.0040 0.0026 0.23
H -0.493 4.880 -0.826 0.0007 -0.0044 0.0043 0.22
O -4.257 -0.711 0.464 0.0407 -0.0358 0.0129 -0.60
C -3.292 -0.684 -0.218 -0.0595 0.0498 -0.0166 0.83
N -2.349 -0.694 -0.944 0.1022 -0.0418 0.0282 -0.94
C -1.873 -7.091 1.112 -0.0316 -0.0122 0.0063 -0.63
C -1.221 -5.790 0.734 0.0118 -0.0043 -0.0063 -0.01
C -1.139 -4.743 1.645 -0.0119 0.0095 0.0133 -0.22
C -0.522 -3.547 1.310 -0.0393 -0.0361 -0.0155 -0.12
C 0.021 -3.404 0.044 0.0289 -0.0715 -0.0050 -0.36
C -0.052 -4.429 -0.887 -0.0229 -0.0209 0.0451 -0.16
C -0.674 -5.614 -0.535 0.0001 -0.0005 -0.0268 -0.22
S 0.854 -1.910 -0.366 -0.1439 0.2804 -0.1779 2.42
O 0.426 -1.566 -1.767 0.1157 0.0534 -0.0241 -1.01
O 2.262 -2.113 -0.204 -0.0075 -0.1322 -0.0122 -0.93
O 0.238 -0.850 0.445 0.1041 0.0427 0.3603 -1.00
H -2.623 -6.945 1.889 0.0083 0.0056 0.0039 0.22
H -1.135 -7.800 1.494 0.0065 0.0061 -0.0008 0.22
H -2.360 -7.554 0.254 0.0085 0.0036 -0.0071 0.21
H -1.579 -4.856 2.629 0.0028 0.0041 0.0028 0.21
H -0.481 -2.727 2.016 0.0145 0.0067 -0.0065 0.24
H 0.355 -4.288 -1.880 0.0087 0.0020 -0.0040 0.23
H -0.749 -6.415 -1.262 0.0026 0.0018 -0.0028 0.21
```
Forces are in eV/Å.

## Properties
**Orbital gap**: 7.4606 eV
**E_LUMO**: 2.1 eV
**HOMO**: -5.317 eV
**ΔE to the lowest compared entry with this formula, charge and spin**: 0.00 kcal per mole
**E_tot**: -249288.850 eV
**Total charge**: -1